Formula: C42H47BiN2O3P2S3Si
Source: the OMol25 dataset
Level of theory: ωB97M-V/def2-TZVPD

Summary:
net charge: -2
highest occupied orbital energy: -1.33 eV
gap between HOMO and LUMO: 5.629 eV

Structure (XYZ):
```
101
Properties=species:S:1:pos:R:3:forces:R:3:lowdin_charge:R:1
Bi -1.2190 -0.3376 -1.1974 0.81 -0.29 0.00 1.111
S -0.5343 1.4708 -2.9085 0.18 0.03 -0.33 0.462
S -0.8646 1.5124 0.6731 0.12 0.19 0.17 0.198
S 2.4757 -0.5516 -1.8226 -0.30 0.04 -0.55 0.156
P 2.9379 0.2349 -0.0636 -0.14 -0.78 1.22 0.303
P 0.6927 0.6979 1.7837 0.99 -0.62 0.60 0.435
Si -3.7675 0.0610 -0.8391 -1.97 0.35 0.50 0.379
O -2.0252 -3.6399 -1.5580 0.05 -0.07 0.27 0.007
O -1.4916 -1.9349 1.0816 -0.03 -0.06 -0.19 -0.107
O -2.4425 -0.7301 -4.9848 0.00 0.16 -0.06 0.027
N -2.0736 -1.8961 -3.0394 -0.11 0.42 0.37 -0.025
N -0.2502 -3.8192 0.8299 0.23 -0.02 -0.02 -0.137
C -1.3443 -3.1416 1.2331 -0.15 -0.22 0.35 -0.516
C -1.3525 -0.0737 3.5580 0.08 -0.03 0.00 -0.119
C -3.5940 4.2696 -4.7761 -0.08 0.09 -0.11 -0.132
C 0.0879 -2.2121 4.5743 -0.07 -0.15 0.13 -0.103
C 5.7113 -0.0050 -0.4397 -0.06 0.04 0.07 -0.110
C -1.8686 -3.0911 -5.0854 -0.02 0.24 -0.01 -0.102
C -4.0172 3.0542 -4.2604 -0.13 0.02 -0.02 -0.102
C 4.1852 2.6377 0.6338 -0.03 -0.06 -0.12 -0.106
C -1.8009 -4.0828 -3.9420 0.06 0.13 0.20 -0.102
C -2.4047 -3.9598 1.9502 0.04 0.19 -0.13 0.006
C 4.7424 -1.5526 1.1073 -0.07 0.07 0.12 -0.097
C -0.0791 -0.3426 3.0750 -0.24 0.07 -0.04 -0.376
C -4.9173 -0.6485 -2.2106 0.48 0.19 0.07 -0.231
C -2.1504 -1.7429 -4.3821 -0.06 -0.51 -0.61 -0.531
C 2.1128 4.3194 4.2912 0.02 0.08 0.06 -0.120
C -3.1126 2.1734 -3.6971 0.06 0.05 -0.05 -0.144
C 2.0714 -0.1669 1.3607 -0.69 1.24 -1.08 -0.489
C 3.7332 4.7497 -0.4153 0.06 0.14 0.02 -0.120
C 2.6659 2.7602 -1.2324 0.10 -0.13 -0.02 -0.111
C 4.3937 4.0009 0.5497 0.19 0.14 0.02 -0.120
C 1.7379 3.1466 4.9290 0.10 0.08 0.21 -0.112
C 0.7309 -3.1634 -0.0087 0.11 0.52 -0.02 -0.084
C -1.1937 -1.9559 5.0387 -0.02 -0.15 0.11 -0.125
C -1.9111 -0.8865 4.5283 -0.19 0.04 0.16 -0.102
C 5.9758 -2.1578 1.2708 0.21 -0.14 0.05 -0.111
C 1.0704 2.1853 2.8193 0.41 -0.04 -0.10 -0.316
C 6.9476 -0.5973 -0.2643 0.21 0.03 -0.04 -0.112
C -1.9688 -3.1893 -2.6940 -0.10 -0.62 -0.53 -0.548
C -2.2444 4.5911 -4.7311 -0.03 0.15 -0.08 -0.123
C 0.6418 -1.4100 3.5931 0.02 0.00 0.00 -0.103
C -1.7653 2.5053 -3.6146 0.08 -0.16 0.16 -0.643
C -0.1171 -5.2452 0.9806 -0.21 -0.16 0.07 -0.068
C -1.3391 3.7229 -4.1546 -0.01 -0.15 0.09 -0.139
C 2.8664 4.1289 -1.3028 -0.02 0.12 -0.03 -0.092
C 1.2442 2.0810 4.1987 -0.20 -0.04 -0.11 -0.084
C -4.2288 1.8898 -0.4718 0.31 -0.35 -0.24 -0.237
C 3.3320 2.0105 -0.2690 -0.24 -0.10 0.07 -0.350
C 1.4555 3.3669 2.1885 -0.30 -0.10 -0.05 -0.118
C 4.6008 -0.4569 0.2660 0.16 -0.04 -0.24 -0.360
C 1.9784 4.4197 2.9140 0.03 0.22 0.12 -0.104
C 7.0880 -1.6732 0.5993 0.11 -0.08 0.04 -0.130
C -4.4140 -0.8586 0.7164 0.51 0.11 -0.25 -0.234
H -1.8987 0.7684 3.1534 -0.07 -0.01 -0.05 0.079
H -1.6323 -2.5879 5.8023 -0.02 -0.03 0.02 0.086
H -2.6885 -4.8069 1.3278 -0.10 -0.09 0.03 0.078
H 0.4592 -3.2066 -1.0652 -0.02 -0.07 0.00 0.068
H 7.8077 -0.2224 -0.8055 0.04 0.02 -0.02 0.088
H -0.7137 -5.7982 0.2461 0.01 0.00 -0.05 0.089
H 8.0595 -2.1311 0.7522 -0.01 -0.02 -0.05 0.083
H 4.6797 2.0441 1.3940 -0.01 0.05 0.05 0.113
H -5.0663 2.7860 -4.2963 -0.04 -0.03 -0.02 0.098
H -1.9014 5.5326 -5.1454 0.03 0.01 0.01 0.088
H 0.9693 1.1630 4.7022 0.06 0.02 0.04 0.095
H 1.8453 3.0577 6.0051 -0.01 0.00 0.00 0.089
H -0.4206 -5.5573 1.9803 0.03 -0.09 -0.01 0.076
H 3.8698 -1.9085 1.6396 -0.08 0.04 0.01 0.079
H -3.8196 -0.6129 1.5921 0.13 0.04 0.15 0.005
H -5.2098 1.9749 -0.0065 -0.18 -0.15 0.07 0.013
H -2.0306 -4.3200 2.9084 0.03 -0.05 0.03 0.072
H -5.4541 -0.6072 0.9227 -0.16 0.15 -0.14 0.018
H 1.6372 -1.5869 3.2067 0.00 0.01 -0.09 0.077
H 0.6538 -3.0425 4.9806 0.03 -0.03 0.00 0.090
H 1.3210 3.4513 1.1182 0.07 0.05 -0.07 0.079
H -3.4911 2.2909 0.2203 0.06 0.05 0.15 -0.029
H -3.4334 1.2130 -3.3324 -0.04 -0.08 -0.02 0.043
H 1.7090 -3.6232 0.1285 0.01 -0.02 0.05 0.084
H -0.2851 3.9574 -4.1041 0.06 0.11 -0.01 0.087
H -5.1240 -1.6972 -2.0067 0.05 -0.16 0.13 0.016
H 2.2963 5.3209 2.4043 -0.04 0.03 -0.04 0.093
H -2.9115 -0.6945 4.8971 -0.05 0.05 -0.03 0.093
H 6.0843 -3.0150 1.9260 -0.05 0.00 0.05 0.088
H 3.8985 5.8204 -0.4678 -0.02 0.00 -0.03 0.088
H 2.5020 5.1517 4.8678 0.03 -0.01 -0.02 0.085
H -3.2674 -3.3228 2.1283 0.05 0.02 -0.03 0.070
H -2.5898 -4.8358 -3.9624 0.03 -0.02 0.06 0.104
H -0.8373 -4.5888 -3.8703 -0.04 -0.09 0.06 0.108
H -0.9208 -2.9933 -5.6165 -0.06 0.01 -0.09 0.111
H -2.6597 -3.2907 -5.8081 0.05 0.03 -0.05 0.104
H -4.3462 -1.9344 0.5736 0.04 -0.16 -0.05 0.006
H 1.9985 2.2569 -1.9219 -0.01 0.01 0.00 0.027
H -4.2144 2.5296 -1.3503 0.02 0.00 -0.14 0.000
H -4.4504 -0.6123 -3.1904 0.03 0.04 -0.19 -0.013
H 2.3485 4.7092 -2.0565 -0.04 0.03 0.00 0.095
H 0.8146 -2.1187 0.2923 0.15 -0.04 -0.07 0.014
H 0.9307 -5.5131 0.8429 -0.06 0.03 0.03 0.082
H 5.0749 4.4872 1.2389 -0.03 0.02 0.04 0.095
H -4.3026 4.9551 -5.2253 -0.03 0.00 0.02 0.081
H -5.8727 -0.1295 -2.2696 -0.12 0.19 0.13 0.016
H 5.5947 0.8208 -1.1291 0.02 0.03 -0.06 0.104
```
Positions in Å, forces in eV/Å.


Formula: C42H47N7OPSeZr
Source: the OMol25 dataset
Level of theory: ωB97M-V/def2-TZVPD

Summary:
net charge: +3
highest occupied orbital energy: -14.30 eV
gap between HOMO and LUMO: 6.909 eV

Structure (XYZ):
```
100
Properties=species:S:1:pos:R:3:forces:R:3:lowdin_charge:R:1
Zr -0.7432 2.0915 0.3212 0.11 0.02 -0.08 1.384
Se 1.3104 0.5933 0.2176 -0.02 0.02 -0.02 0.716
P -0.0054 2.1646 -2.4435 0.01 0.03 0.02 0.934
O -3.2220 0.8177 3.5216 0.03 -0.03 0.00 0.127
N -1.6454 1.8602 2.2064 -0.04 0.05 -0.01 -0.141
N -1.2485 3.1818 -3.0213 0.01 0.01 -0.01 -0.098
N 0.3864 -8.2638 -0.8196 -0.04 -0.09 -0.03 -0.057
N 1.4098 -10.8790 -0.1613 0.00 0.00 0.00 0.056
N -0.0717 3.8250 1.6056 0.00 0.02 0.00 -0.048
N -2.5065 0.6547 0.0728 -0.01 0.00 0.02 -0.035
N -2.0002 3.6370 -0.8577 0.01 0.00 0.04 -0.055
C -1.0956 2.5366 3.3744 -0.01 -0.01 0.01 -0.123
C -2.9009 0.1104 -1.0872 0.00 -0.01 0.01 -0.087
C -2.0590 3.8986 -2.1779 -0.01 0.01 0.01 -0.354
C 0.7933 5.8156 3.3002 0.00 0.00 0.00 0.005
C -4.0334 -0.6746 -1.1785 0.01 0.00 0.00 -0.010
C -3.2229 0.4048 1.1832 -0.04 0.06 -0.01 -0.187
C 3.5340 4.1828 -2.2284 0.00 0.00 0.00 -0.052
C 0.6827 -0.4084 2.8790 0.00 0.00 0.00 -0.310
C -4.3648 -0.3656 1.1726 0.02 -0.03 0.00 0.046
C -0.1079 -1.4648 -5.2358 0.00 0.00 0.00 -0.052
C 1.8329 3.2395 -4.2172 -0.01 -0.01 0.00 -0.078
C -4.7817 -0.9106 -0.0335 0.00 0.00 0.00 0.008
C 1.0274 5.9147 1.9291 0.00 0.00 -0.01 -0.016
C 2.3480 1.3914 4.2002 0.00 0.00 -0.01 -0.005
C -2.9330 4.8641 -2.6950 0.01 0.00 0.00 0.017
C 0.5820 4.9021 1.1184 0.01 0.00 0.01 -0.122
C 3.8147 4.4296 -3.5634 0.00 0.00 0.00 -0.040
C 0.8119 -0.4326 4.2604 0.00 0.01 0.00 -0.006
C -2.7070 1.0354 2.4501 -0.05 0.03 0.01 -0.482
C -3.7205 5.2719 -0.4695 0.00 -0.01 0.00 -0.028
C 1.7659 0.3888 6.4379 0.00 0.00 0.00 -0.028
C 0.1501 -10.7399 -0.9801 0.00 -0.01 0.00 -0.093
C -0.3188 3.7343 2.9248 -0.04 0.04 -0.01 -0.232
C -0.1668 -1.4460 2.2010 0.00 0.00 0.00 -0.062
C 2.2553 1.4583 2.8110 0.01 0.00 0.00 -0.305
C 3.1299 2.4296 2.0669 0.00 0.00 0.01 -0.064
C -3.7600 5.5475 -1.8422 -0.01 0.00 0.00 -0.005
C 1.5345 3.0021 -2.8723 0.00 -0.01 -0.02 -0.364
C 0.1131 4.7223 3.7986 0.03 -0.03 0.01 0.028
C -1.2168 -0.6343 -5.1732 0.00 0.00 0.00 -0.059
C 2.3947 3.4694 -1.8814 0.00 0.00 0.00 -0.120
C 1.0311 -0.0861 -3.6292 0.01 0.00 0.01 -0.090
C 1.6192 -8.4207 -0.0772 0.06 -0.05 0.03 -0.197
C 1.3916 0.5684 2.1620 0.01 -0.01 0.00 -0.519
C -2.8395 4.3282 -0.0326 -0.02 0.01 0.04 -0.124
C -0.0822 0.7528 -3.5656 -0.01 -0.01 0.00 -0.380
C -0.5021 -9.3999 -0.6573 0.00 0.01 0.00 -0.192
C 1.6352 0.4610 4.9436 0.00 0.00 0.00 -0.256
C -1.2094 0.4729 -4.3359 0.00 0.00 0.00 -0.111
C 2.3549 -9.7234 -0.3801 0.00 -0.01 0.01 -0.094
C 2.9661 3.9554 -4.5585 0.01 0.00 0.00 -0.045
C 1.0136 -1.1920 -4.4623 0.00 0.00 0.00 -0.051
H 4.2078 4.5340 -1.4582 0.00 0.00 0.00 0.116
H -2.0759 1.1224 -4.3030 0.00 0.00 0.00 0.100
H -1.8952 2.8304 4.0592 0.01 0.02 0.00 0.147
H -0.4942 -11.5851 -0.7436 0.00 0.00 0.00 0.140
H -0.8626 -9.4132 0.3769 0.00 0.00 0.00 0.131
H 1.1900 2.8516 -5.0001 0.00 0.00 0.00 0.114
H -1.2520 3.4826 -3.9871 0.00 0.00 0.00 0.126
H 0.7397 4.9313 0.0454 0.00 0.00 0.00 0.111
H 1.9189 0.1353 -3.0474 0.00 0.00 0.00 0.104
H -0.1116 -2.3189 -5.8994 0.00 0.00 0.00 0.116
H 1.3876 -8.3809 0.9928 0.00 0.01 0.00 0.130
H 0.5539 -8.0530 -1.7954 0.00 0.01 0.00 0.122
H 3.7617 2.9822 2.7600 0.00 0.00 0.00 0.090
H -0.6351 -2.0961 2.9374 0.00 0.00 0.00 0.090
H 3.0203 2.0725 4.7097 0.00 0.00 0.00 0.126
H 1.8759 -11.7600 -0.3827 0.00 0.00 0.00 0.187
H 2.5474 3.1517 1.4926 -0.01 0.01 -0.01 0.036
H 2.6685 -9.7782 -1.4221 0.00 0.00 0.00 0.139
H -2.7675 4.0844 1.0203 -0.01 -0.01 0.00 0.106
H -2.9435 5.0550 -3.7594 0.00 0.00 0.00 0.129
H -4.8943 -0.5189 2.1027 0.00 0.00 0.00 0.139
H 1.5427 6.7637 1.5041 0.00 0.00 0.00 0.126
H 1.8832 -1.8323 -4.5213 0.00 0.00 0.00 0.116
H -4.3185 -1.0914 -2.1338 0.00 0.00 0.00 0.123
H 2.2900 -7.5885 -0.2841 0.00 -0.01 0.00 0.132
H 0.4370 -2.0599 1.5293 0.00 0.00 0.00 0.083
H 3.7773 1.9078 1.3595 0.00 0.00 0.00 0.084
H -0.0996 4.6274 4.8549 0.00 0.00 0.00 0.139
H 0.4552 -10.8028 -2.0242 0.00 0.00 0.00 0.139
H -1.3791 -9.2817 -1.2915 0.00 0.00 0.00 0.134
H 2.2995 -0.5170 6.7300 0.00 0.00 0.00 0.095
H 2.3156 1.2412 6.8326 0.00 0.00 0.00 0.082
H -0.4314 1.8684 3.9335 0.00 -0.02 0.01 0.121
H -4.3596 5.7867 0.2319 0.00 0.00 0.00 0.125
H 3.1959 4.1383 -5.5994 0.00 0.00 0.00 0.120
H -4.4386 6.2951 -2.2311 0.00 0.00 0.00 0.133
H 3.2195 -9.8764 0.2636 0.00 0.00 0.00 0.139
H 2.2035 3.2407 -0.8396 0.00 -0.01 0.00 0.036
H -2.0834 -0.8372 -5.7881 0.00 0.00 0.00 0.116
H -0.9536 -1.0023 1.5893 0.00 0.01 0.00 0.042
H 4.7037 4.9830 -3.8345 0.00 0.00 0.00 0.121
H 0.2618 -1.1787 4.8227 0.00 0.00 0.00 0.131
H 1.1300 6.5981 3.9673 0.00 0.00 0.00 0.131
H -2.2844 0.3014 -1.9571 0.00 0.00 0.00 0.085
H 1.1609 -10.9259 0.8298 0.00 0.00 0.00 0.185
H -5.6776 -1.5152 -0.0802 0.00 0.00 0.00 0.130
H 0.7869 0.3558 6.9168 0.00 0.00 0.00 0.090
```
Positions in Å, forces in eV/Å.